[1]
{
  "formula": "CHCl4PS",
  "method": "the ωB97M-V functional and the def2-TZVPD basis",
  "elements": ["C", "P", "S", "Cl", "Cl", "Cl", "Cl", "H"],
  "xyz": [[-0.935, -0.065, -0.387], [0.789, -0.149, 0.132], [2.253, 0.993, -0.390], [-0.967, 2.029, 0.614], [-1.194, 0.087, -2.050], [0.538, -0.445, 2.047], [1.099, -2.065, -0.382], [-1.583, -0.386, 0.416]],
  "atomic_forces_ev_per_a": [[0.8, 3.6, 0.8], [2.0, 0.5, -0.6], [-1.1, -0.5, 0.0], [-0.3, -1.9, -1.2], [-0.5, -0.3, 0.7], [-0.2, 0.0, 1.7], [0.1, -0.8, -0.6], [-0.8, -0.5, -0.7]],
  "homo_ha": -0.3513,
  "total_energy_ev": -71267.1477,
  "molar_mass_g_mol": 217.9,
  "e_lumo_ev": -1.92,
  "de_lowest_kcal_mol": 15.0,
  "charge": 0,
  "orbital_gap_ev": 7.64
}

---

[2]
{
  "formula": "CH3NO3",
  "method": "the ωB97M-V functional and the def2-TZVPD basis",
  "elements": ["N", "O", "O", "C", "O", "H", "H", "H"],
  "xyz": [[-0.677, 0.336, 0.788], [0.326, -0.222, 0.149], [0.343, -0.203, -1.269], [0.667, -1.569, -1.700], [0.670, -1.973, -2.799], [-1.529, -0.278, 0.929], [-0.833, 1.369, 0.917], [0.948, -2.020, -0.670]],
  "atomic_forces_ev_per_a": [[-3.3, 0.1, 0.9], [2.1, -0.2, 2.4], [-0.9, -1.1, -3.5], [0.1, 1.6, 3.8], [-0.1, 0.3, -0.3], [1.5, 1.1, -0.6], [0.9, -1.6, -1.0], [-0.3, -0.3, -1.8]],
  "homo_ha": -0.3745,
  "total_energy_ev": -8713.1643,
  "molar_mass_g_mol": 77.0,
  "e_lumo_ev": 0.84,
  "de_lowest_kcal_mol": 87.7,
  "smiles": "NOOC=O",
  "charge": 0,
  "orbital_gap_ev": 11.04
}

---

[3]
{
  "formula": "C4H11NO3",
  "method": "the ωB97M-V functional and the def2-TZVPD basis",
  "elements": ["C", "C", "C", "O", "N", "C", "O", "H", "H", "H", "H", "H", "H", "H", "H", "H", "H", "H", "O"],
  "xyz": [[-0.316, 0.888, -0.576], [-1.292, 0.883, 0.632], [-0.793, 1.309, 2.169], [-1.082, 2.620, 2.411], [0.036, -0.510, -1.038], [1.599, -0.836, -1.657], [1.481, -1.240, -2.789], [0.659, 1.307, -0.195], [-0.609, 1.754, -1.304], [-2.072, 1.664, 0.453], [-1.910, -0.026, 0.377], [-1.349, 0.680, 2.848], [0.272, 1.243, 2.116], [-0.489, -0.652, -1.773], [1.974, -1.548, -0.871], [2.145, 0.161, -1.589], [0.137, -2.276, 1.478], [0.321, -1.876, -0.032], [0.285, -2.671, 0.670]],
  "atomic_forces_ev_per_a": [[2.0, 0.8, 1.2], [-1.6, 0.5, -0.7], [-1.6, 1.7, -2.6], [-0.2, 0.1, 0.2], [3.5, 2.7, 4.6], [-0.7, 2.6, 4.2], [-0.2, -2.6, -5.7], [-0.6, -0.3, -0.1], [0.2, -2.0, 0.3], [0.6, -0.1, 0.2], [0.6, 0.1, 1.2], [0.2, -1.1, 0.6], [1.3, -1.2, 0.4], [-3.0, -1.5, -5.0], [0.2, 0.3, 0.0], [-0.2, 0.0, 0.8], [-0.6, 1.6, 2.6], [-0.8, -1.0, 1.4], [0.8, -0.6, -3.7]],
  "homo_ha": 0.0184,
  "total_energy_ev": -11953.8215,
  "molar_mass_g_mol": 121.1,
  "e_lumo_ev": 6.85,
  "de_lowest_kcal_mol": 64.1,
  "charge": -2,
  "orbital_gap_ev": 6.35
}

---

[4]
{
  "formula": "C28H35N5P2ReS",
  "method": "the ωB97M-V functional and the def2-TZVPD basis",
  "elements": ["Re", "C", "C", "C", "C", "C", "C", "C", "C", "C", "H", "H", "H", "H", "H", "H", "H", "H", "H", "H", "H", "H", "H", "H", "H", "P", "P", "N", "N", "N", "N", "C", "C", "C", "C", "C", "C", "C", "C", "C", "C", "C", "C", "C", "C", "C", "C", "C", "C", "H", "H", "H", "H", "H", "H", "H", "H", "H", "H", "H", "H", "H", "H", "H", "H", "H", "H", "H", "H", "S", "C", "N"],
  "xyz": [[-0.260, 0.820, -1.820], [-1.793, 1.647, -6.533], [-1.872, 0.317, -6.389], [-1.019, -0.664, -7.145], [0.483, -0.342, -7.271], [1.107, 0.426, -6.135], [0.840, 1.688, -5.748], [0.477, 2.699, -6.786], [-0.864, 2.361, -7.471], [1.183, 1.658, -0.527], [-2.536, 2.314, -6.098], [-2.760, -0.155, -5.950], [-1.416, -0.829, -8.168], [-1.123, -1.644, -6.657], [1.000, -1.316, -7.300], [0.681, 0.104, -8.262], [2.067, -0.010, -5.836], [1.051, 2.087, -4.755], [1.251, 2.755, -7.573], [0.404, 3.691, -6.321], [-1.322, 3.313, -7.773], [-0.681, 1.793, -8.393], [0.472, 2.381, -0.095], [2.045, 2.208, -0.904], [1.511, 0.994, 0.288], [1.516, -0.355, -2.584], [-1.536, -1.077, -2.383], [2.802, 0.687, -3.276], [2.572, -1.413, -1.642], [-2.647, 0.350, -2.694], [-2.836, -2.084, -1.830], [0.800, -1.451, -3.844], [-0.671, -1.906, -3.743], [2.819, 2.087, -3.202], [4.027, 2.557, -3.702], [4.766, 1.411, -4.145], [3.991, 0.284, -3.878], [3.491, -0.970, -0.677], [4.319, -2.033, -0.331], [3.907, -3.164, -1.111], [2.837, -2.762, -1.897], [-2.112, 1.653, -2.205], [-2.634, 2.638, -3.137], [-3.526, 2.005, -3.985], [-3.453, 0.607, -3.770], [-4.059, -2.281, -2.498], [-4.949, -2.870, -1.623], [-4.278, -3.041, -0.360], [-2.980, -2.566, -0.518], [1.464, -2.306, -3.955], [0.853, -0.865, -4.762], [-1.206, -1.701, -4.680], [-0.731, -2.991, -3.574], [1.982, 2.648, -2.813], [4.329, 3.593, -3.714], [5.743, 1.414, -4.608], [4.195, -0.770, -4.036], [3.455, 0.056, -0.329], [5.133, -2.008, 0.389], [4.338, -4.156, -1.111], [2.241, -3.317, -2.606], [-2.195, 1.872, -1.129], [-2.302, 3.672, -3.123], [-4.177, 2.442, -4.745], [-4.011, -0.183, -4.257], [-4.184, -1.991, -3.531], [-5.972, -3.133, -1.859], [-4.705, -3.441, 0.547], [-2.150, -2.476, 0.177], [-1.463, -0.880, 2.304], [-1.013, -0.255, 0.913], [-0.718, 0.171, -0.167]],
  "atomic_forces_ev_per_a": [[1.4, 2.4, 2.6], [-0.8, -0.2, -0.6], [-0.5, 0.4, -1.0], [0.0, -0.3, 0.0], [0.8, -0.1, -0.9], [0.9, 0.2, -0.4], [0.7, 0.0, -0.7], [-1.2, 0.5, 0.0], [0.1, 0.4, -0.3], [1.1, 0.7, 0.3], [0.2, -0.4, 0.1], [0.4, 0.4, 0.2], [0.0, 0.2, 0.5], [0.0, 0.1, -0.2], [-0.1, 0.3, -0.2], [0.0, 0.0, 0.4], [-0.7, -0.2, 1.1], [0.8, -0.2, -0.5], [-0.1, -0.1, 0.6], [0.1, -0.2, -0.1], [0.0, -0.4, -0.1], [-0.2, 0.0, 0.3], [0.1, 0.1, 0.0], [-0.1, -0.1, 0.0], [-0.2, 0.2, -0.4], [4.7, -1.3, -0.6], [-3.2, -1.5, -0.2], [-1.7, -0.4, 0.4], [-0.9, 0.9, -0.4], [-0.3, 0.4, -1.1], [0.9, -0.1, 0.1], [0.0, -0.4, -0.3], [-0.4, -0.1, -0.2], [1.2, 0.5, -0.3], [-1.3, -1.0, 0.4], [-1.1, -0.9, 0.4], [0.8, 0.5, -0.2], [0.4, -0.8, 0.3], [-0.9, 0.8, -0.5], [-1.0, 0.7, -0.6], [0.7, -0.5, 0.5], [-1.3, 0.2, -2.4], [-0.1, -0.9, 0.6], [-0.1, -0.4, -0.3], [0.3, 1.0, 1.5], [-0.4, -0.3, 0.5], [1.0, 0.5, -0.2], [1.3, 0.6, -0.8], [-1.1, -0.1, 0.1], [-0.1, 0.0, -0.2], [0.3, 0.0, 0.2], [0.2, -0.1, 0.1], [-0.2, 0.3, 0.2], [0.2, -0.1, -0.1], [0.0, -0.1, -0.1], [-0.1, -0.1, 0.1], [0.0, 0.2, 0.1], [0.2, -0.3, -0.1], [-0.3, 0.1, -0.2], [-0.1, 0.2, 0.0], [0.2, -0.1, 0.2], [-0.3, 0.0, -0.1], [-0.6, 0.0, 0.1], [0.4, 0.0, 0.4], [0.3, 0.2, -0.1], [0.0, -0.3, 0.2], [0.2, 0.0, 0.0], [0.1, 0.0, -0.1], [-0.3, -0.2, -0.2], [0.6, 0.9, -1.5], [-0.7, -1.0, 2.1], [-0.4, -0.7, 1.2]],
  "homo_ha": [-0.4916, -0.4916],
  "total_energy_ev": -68573.1490,
  "molar_mass_g_mol": 721.8,
  "spin_multiplicity": 4,
  "e_lumo_ev": [-7.82, -8.99],
  "de_lowest_kcal_mol": 37.5,
  "charge": 2,
  "orbital_gap_ev": [5.56, 4.39],
  "s_squared": 3.80
}

---

[5]
{
  "formula": "C18H19N3O3Re",
  "method": "the ωB97M-V functional and the def2-TZVPD basis",
  "elements": ["Re", "O", "C", "C", "C", "C", "C", "C", "C", "O", "N", "N", "C", "C", "C", "C", "C", "C", "C", "O", "H", "H", "H", "H", "H", "H", "H", "H", "H", "H", "C", "C", "C", "C", "N", "H", "H", "H", "H", "H", "H", "H", "H", "H"],
  "xyz": [[0.060, -0.910, -0.203], [2.788, 1.243, 4.190], [3.716, 1.032, 3.237], [5.027, 1.393, 3.546], [6.041, 1.182, 2.636], [5.778, 0.609, 1.393], [4.482, 0.258, 1.081], [3.434, 0.463, 1.984], [2.069, 0.082, 1.581], [1.908, -0.405, 0.384], [1.077, 0.240, 2.407], [-0.104, -0.209, 1.806], [-1.166, -0.113, 2.539], [-2.476, -0.532, 2.167], [-3.514, -0.380, 3.115], [-4.790, -0.780, 2.837], [-5.061, -1.354, 1.579], [-4.077, -1.513, 0.639], [-2.761, -1.099, 0.916], [-1.850, -1.264, -0.023], [1.934, 0.877, 3.871], [5.218, 1.830, 4.517], [7.053, 1.465, 2.899], [6.576, 0.444, 0.682], [4.245, -0.180, 0.120], [-1.024, 0.318, 3.528], [-3.274, 0.061, 4.075], [-5.578, -0.660, 3.567], [-6.068, -1.679, 1.346], [-4.278, -1.954, -0.327], [0.229, -0.640, -4.108], [0.849, -1.653, -3.152], [2.372, -1.594, -3.195], [0.345, -3.064, -3.437], [0.421, -1.306, -1.808], [0.521, -0.882, -5.132], [0.570, 0.369, -3.876], [-0.859, -0.659, -4.040], [2.726, -1.893, -4.183], [2.800, -2.267, -2.451], [2.727, -0.584, -2.989], [0.654, -3.368, -4.438], [-0.743, -3.108, -3.380], [0.754, -3.771, -2.714]],
  "atomic_forces_ev_per_a": [[-0.3, 0.1, 0.0], [-0.1, -0.1, -0.1], [0.0, -0.1, 0.1], [0.0, 0.0, 0.0], [0.0, 0.0, 0.0], [-0.1, 0.0, 0.1], [0.0, 0.0, 0.0], [-0.1, 0.0, -0.1], [0.3, 0.1, 0.1], [-0.2, -0.1, -0.1], [-0.2, -0.2, -0.1], [0.1, 0.2, 0.4], [0.2, 0.1, 0.1], [-0.1, 0.1, 0.2], [0.2, 0.0, -0.1], [-0.1, -0.1, -0.3], [-0.2, 0.0, 0.2], [0.1, 0.1, 0.0], [-0.1, -0.1, -0.3], [0.3, 0.1, 0.2], [0.0, 0.2, -0.1], [0.0, 0.0, 0.0], [0.0, 0.0, 0.0], [0.0, 0.0, 0.0], [0.0, 0.0, 0.0], [-0.1, 0.0, 0.0], [0.0, 0.0, 0.0], [0.0, 0.0, 0.0], [0.0, 0.0, 0.0], [0.0, 0.0, 0.0], [0.0, 0.0, -0.1], [-0.1, 0.2, 0.4], [0.1, 0.0, 0.0], [0.0, -0.1, -0.1], [0.3, -0.4, -0.7], [0.0, 0.0, 0.0], [0.0, 0.0, 0.0], [0.0, 0.0, 0.0], [0.0, 0.0, 0.0], [0.0, 0.0, 0.0], [0.0, 0.0, 0.0], [0.0, 0.0, 0.0], [0.0, 0.0, 0.0], [0.0, 0.0, 0.0]],
  "homo_ha": [-0.2849, -0.2863],
  "total_energy_ev": -31717.4639,
  "molar_mass_g_mol": 511.6,
  "spin_multiplicity": 2,
  "e_lumo_ev": [-0.53, -0.92],
  "de_lowest_kcal_mol": 0.0,
  "charge": 0,
  "orbital_gap_ev": [7.22, 6.87],
  "s_squared": 0.77
}

---

[6]
{
  "formula": "CH3N5O2",
  "method": "the ωB97M-V functional and the def2-TZVPD basis",
  "elements": ["N", "N", "O", "N", "N", "C", "N", "O", "H", "H", "H"],
  "xyz": [[-1.395, 0.867, -0.700], [-0.084, 1.183, -0.253], [-0.032, 1.691, 1.130], [0.297, 0.563, 2.004], [0.544, -0.496, 1.357], [0.555, -0.139, -0.014], [0.953, -0.872, -0.976], [1.378, -2.121, -0.470], [-1.799, 1.772, -0.874], [-1.944, 0.356, -0.003], [1.527, -2.804, -1.200]],
  "atomic_forces_ev_per_a": [[0.4, 0.7, 0.6], [1.0, -2.3, 1.0], [0.1, -1.7, 0.0], [-0.2, -1.3, -1.6], [-0.3, 3.6, 1.1], [-0.4, 0.1, -1.3], [0.2, -0.8, 0.4], [0.1, -0.7, -0.7], [-0.5, 0.1, -0.2], [0.2, 0.2, 0.0], [-0.5, 2.2, 0.8]],
  "homo_ha": -0.3642,
  "total_energy_ev": -12624.6014,
  "molar_mass_g_mol": 117.1,
  "e_lumo_ev": -0.65,
  "de_lowest_kcal_mol": 55.7,
  "smiles": "Nn1onn/c1=N\\O",
  "charge": 0,
  "orbital_gap_ev": 9.26
}